ORCA calculation (the ωB97M-V functional and the def2-TZVPD basis) on a molecular structure, C16H18N2O5S in a non-equilibrium geometry.

Structure (XYZ):
```
42
Properties=species:S:1:pos:R:3:forces:R:3
S 2.369327 1.078263 1.338402 5.9 -12.3 11.5
O 1.441378 1.877931 1.926724 -4.6 4.8 1.3
O 3.186049 0.502240 -2.430509 -1.0 -0.5 -0.4
O -4.219207 1.691401 -0.464545 -0.7 -1.6 0.0
O -2.449655 -2.844275 0.157917 1.9 2.8 -1.5
O 3.450506 0.440738 2.487202 -3.1 3.3 -5.0
N -2.142199 -0.622217 -0.666242 -9.6 -15.3 0.3
N 3.107325 1.633155 0.152732 2.0 -2.0 1.3
C 4.300024 1.024987 -0.279622 -8.3 -12.7 0.0
C -5.244166 0.143181 1.124180 4.2 6.5 -7.6
C 2.356957 -1.721969 1.181372 -3.2 -5.1 1.2
C -1.680598 -1.846242 -0.054093 -9.2 0.9 -1.2
C 1.960476 1.100316 -1.993663 -1.9 -3.5 2.3
C -3.666528 -0.746037 -1.183463 6.2 13.9 0.2
C -4.992649 2.448184 0.382740 0.8 2.0 0.2
C -4.449858 0.335032 -0.112703 0.6 -0.6 0.1
C 3.892318 -0.291874 -1.460963 1.7 8.9 -0.6
C 2.143800 1.987404 -0.733673 4.9 3.4 -9.3
C 1.584049 -2.962064 1.013298 -1.0 2.4 -3.2
C 1.516166 -0.693756 1.250999 2.4 4.6 -2.1
C 0.271085 -0.759594 0.814338 -4.4 8.1 1.8
C -5.534148 1.597204 1.250775 -3.6 -1.0 5.1
C 0.250899 -2.983488 0.378998 4.6 2.4 4.4
C -0.474517 -1.808856 0.517939 5.5 -2.3 -0.5
H -3.748690 -0.263618 -2.204306 -0.1 -1.3 1.2
H -5.000078 3.691000 0.415157 0.2 -4.0 -0.5
H 4.788417 -0.592082 -1.921929 1.0 -0.6 -0.4
H 2.817616 2.809623 -1.123327 -2.0 0.8 -0.7
H 1.210806 0.299585 -1.452063 1.5 0.8 -1.9
H 1.412015 1.426561 -2.919065 0.7 0.5 1.3
H -4.129199 -1.465848 -0.884045 -4.2 -9.5 2.3
H 1.339412 2.320533 -0.293715 -4.4 1.9 1.9
H 2.134639 -3.834444 1.016036 0.9 -2.0 0.4
H -1.673594 0.082250 -0.708569 6.6 10.4 -0.8
H 3.335271 -0.975846 -1.015383 -2.5 -3.1 2.0
H 3.208715 -1.764732 1.771563 2.1 0.2 0.2
H -0.404964 0.431162 1.027869 2.1 -3.6 -0.9
H -5.402872 -0.836674 1.310128 -1.3 -2.5 1.7
H 4.764046 0.330969 0.353028 0.0 -0.3 2.3
H 4.927750 1.615588 -0.442168 9.4 9.2 -3.9
H -0.339333 -3.791386 0.355363 -1.5 -3.5 -0.9
H -6.216775 1.937698 2.117289 1.2 -0.3 -1.6
```
Forces are in eV/Å.

The calculation puts the relative energy (zero: lowest compared OMol25 entry of this formula, charge and spin) at 19.886 eV. The gap between HOMO and LUMO comes out at 8.4 eV.

ORCA calculation (the ωB97M-V functional and the def2-TZVPD basis) on a single C16H18N2O5S molecule in a non-equilibrium geometry.

Structure (XYZ):
```
42
Properties=species:S:1:pos:R:3:forces:R:3
S -0.065837 -1.320072 1.164719 0.7 0.6 -0.2
O 4.836677 -2.549848 -0.166405 0.0 -0.5 0.1
O 5.856243 -0.774198 -0.801760 0.2 0.0 -0.2
O 0.117863 -2.737689 1.053732 0.1 0.0 -0.2
O 5.120343 1.394340 0.236629 -0.1 -0.1 0.0
O -0.602997 -0.784674 2.376823 -0.1 0.2 0.0
N -0.932760 -0.679452 -0.112508 0.5 -0.1 0.9
N 4.923953 -1.346600 -0.287634 0.2 -0.2 -0.1
C -4.411198 -0.859991 1.122775 0.0 0.0 0.0
C 2.609792 -1.222448 0.431087 0.2 -0.1 0.0
C 1.512243 -0.516276 0.866379 -0.4 -0.3 0.1
C 1.602969 0.846755 1.094668 0.1 0.0 0.0
C -0.527213 -1.135749 -1.428464 0.1 -0.4 -0.5
C -2.856584 0.728308 -0.518425 0.0 -0.1 0.0
C -3.083828 -1.192213 0.912070 0.0 0.0 -0.2
C -2.301263 -0.390045 0.094376 -0.6 0.1 0.3
C 3.931853 0.824382 0.436062 -0.1 -0.3 0.0
C -1.116318 -2.493988 -1.795228 0.1 0.2 0.0
C 3.812801 -0.563513 0.201307 -0.8 0.6 0.3
C -4.961692 0.248698 0.507817 0.1 0.0 0.0
C -4.189752 1.053342 -0.324254 0.0 -0.1 0.0
C 5.301911 2.766416 0.511859 0.0 0.3 0.1
C -4.796306 2.254706 -0.984702 0.0 0.0 0.0
C 2.795228 1.509297 0.890230 0.1 0.0 0.0
H -0.814917 -3.232016 -1.056800 0.0 -0.1 0.0
H -6.000134 0.497722 0.671019 -0.1 0.0 0.0
H -2.643712 -2.059214 1.378337 -0.1 -0.1 0.1
H -5.646316 1.960437 -1.598694 0.0 0.0 -0.1
H 4.669501 3.389214 -0.126709 0.0 0.0 0.0
H 2.542327 -2.288334 0.269598 0.1 0.0 0.0
H -5.157383 2.956057 -0.233750 0.0 0.1 0.0
H 6.348070 2.964307 0.286625 -0.1 0.0 0.0
H -5.020759 -1.478686 1.764021 0.0 -0.1 0.1
H 0.564114 -1.188919 -1.416538 0.0 0.1 -0.2
H -2.202661 -2.438456 -1.815153 -0.1 0.0 0.0
H 0.727507 1.367916 1.447690 -0.1 0.2 0.0
H 5.105413 2.993209 1.563429 0.0 0.0 0.0
H -2.235297 1.347184 -1.149723 0.1 0.1 -0.1
H 2.849379 2.567949 1.084004 0.0 0.1 0.0
H -0.759981 -2.801640 -2.774821 0.0 -0.1 -0.1
H -4.071424 2.763327 -1.614715 0.0 0.1 -0.1
H -0.829841 -0.379543 -2.158963 0.1 0.0 0.1
```
Forces are in eV/Å.

The calculation puts the relative energy (zero: lowest compared OMol25 entry of this formula, charge and spin) at 6.341 eV. The gap between HOMO and LUMO comes out at 8.3 eV.